Record 1
ORCA calculation (ωB97M-V with the def2-TZVPD basis set) on C11H24N5OW as an isolated structure.

```
42
Properties=species:S:1:pos:R:3:forces:R:3
W 0.0000 0.0003 1.3088 0.00 0.00 0.36
C 1.5976 2.3684 -0.9959 0.01 0.03 -0.02
C 1.6409 0.8876 -1.3978 0.04 -0.11 0.04
N 1.5767 -0.1139 -0.2676 -0.15 0.04 0.05
C 1.6608 -1.5030 -0.8529 0.05 0.11 -0.04
C 1.3258 -2.5354 0.1949 -0.07 0.01 0.10
N 0.0793 -2.1286 0.9360 -0.08 -0.06 -0.14
C -1.2260 -2.7141 0.4324 0.11 -0.01 0.07
C -1.5972 -2.3684 -0.9960 -0.01 -0.02 -0.02
C -1.6412 -0.8876 -1.3980 -0.04 0.11 0.04
N -1.5765 0.1141 -0.2679 0.15 -0.04 0.05
C -1.6609 1.5032 -0.8533 -0.05 -0.11 -0.04
C -1.3258 2.5356 0.1944 0.07 -0.01 0.10
N -0.0794 2.1288 0.9357 0.08 0.07 -0.14
C 1.2259 2.7145 0.4323 -0.11 0.01 0.07
H 0.9467 2.8959 -1.6951 -0.01 0.00 0.01
H 2.5830 2.8127 -1.1433 0.01 -0.01 -0.02
H 2.5552 0.6769 -1.9532 0.02 0.02 -0.01
H 0.8210 0.6321 -2.0631 -0.02 0.02 -0.02
H 2.4336 0.0146 0.2769 0.05 0.00 -0.01
H 2.6634 -1.6665 -1.2495 0.01 -0.02 0.00
H 0.9720 -1.5398 -1.6920 -0.02 -0.02 -0.01
H 2.1242 -2.6172 0.9336 0.03 0.00 0.00
H 1.1900 -3.5210 -0.2510 0.01 -0.01 -0.02
H 0.1779 -2.5311 1.8709 -0.01 -0.01 0.04
H -1.9908 -2.3852 1.1396 -0.03 0.01 0.01
H -1.1565 -3.7979 0.5322 -0.01 -0.02 -0.02
H -2.5823 -2.8132 -1.1439 -0.01 0.01 -0.02
H -0.9457 -2.8956 -1.6949 0.01 0.00 0.01
H -2.5559 -0.6771 -1.9528 -0.01 -0.02 -0.01
H -0.8217 -0.6320 -2.0639 0.02 -0.02 -0.02
H -2.4333 -0.0144 0.2768 -0.05 0.00 -0.01
H -2.6636 1.6664 -1.2497 -0.01 0.02 0.00
H -0.9723 1.5400 -1.6925 0.02 0.02 -0.01
H -2.1243 2.6177 0.9330 -0.03 0.00 0.00
H -1.1899 3.5211 -0.2516 -0.01 0.01 -0.02
H -0.1783 2.5313 1.8706 0.01 0.01 0.04
H 1.9906 2.3857 1.1398 0.03 -0.01 0.01
H 1.1564 3.7982 0.5319 0.01 0.02 -0.02
O 0.0003 -0.0018 5.5674 0.00 0.00 0.01
C 0.0002 -0.0011 4.4381 0.00 0.00 -0.31
N 0.0001 -0.0003 3.1804 0.00 0.00 -0.11
```
Forces are in eV/Å.

Values from the calculation:
**2S+1**: 3
**HOMO (spin up / spin down)**: -20.2 / -22.0 eV
**Energy**: -848.6158 hartree
**Orbital gap (spin up / spin down)**: 7.525 / 9.994 eV
**Total charge**: +3

For reference, the Mulliken charges in units of e are: W 1.71; C -0.75; C -0.55; N -0.50; C -0.50; C -0.81; N -0.41; C -0.81; C -0.75; C -0.55; N -0.50; C -0.50; C -0.81; N -0.41; C -0.81; H 0.31; H 0.39; H 0.67; H 0.18; H 0.46; H 0.55; H 0.25; H 0.44; H 0.44; H 0.45; H 0.38; H 0.45; H 0.39; H 0.31; H 0.67; H 0.18; H 0.46; H 0.55; H 0.25; H 0.44; H 0.44; H 0.45; H 0.38; H 0.45; O -0.14; C 0.89; N -0.75

---

Record 2
ORCA calculation (ωB97M-V with the def2-TZVPD basis set) on one molecule with the formula C5H9NO.

```
16
Properties=species:S:1:pos:R:3:forces:R:3
H -1.0421 -2.4084 -0.8906 -0.21 0.36 0.12
N -1.4596 -1.6433 -0.3346 1.56 1.00 0.17
C -0.5125 -0.8475 0.0336 -0.62 -1.81 0.80
C -0.6742 0.2374 1.0507 1.27 0.05 0.13
C -1.2472 1.4962 0.4368 -0.29 0.64 0.09
C 0.9637 -1.1246 -0.2799 -0.96 -2.27 -2.57
C 1.7824 0.0100 -0.8360 0.75 0.11 1.01
O 1.2945 -2.3043 -0.4066 0.12 1.78 0.69
H -1.2888 -0.1187 1.8831 0.16 0.05 -0.13
H 0.4045 0.3850 1.4139 -1.63 0.22 0.00
H -0.8303 1.6995 -0.5541 0.03 -0.01 0.13
H -1.0532 2.3632 1.0749 -0.08 -0.04 -0.11
H -2.3324 1.3998 0.3195 0.22 -0.03 -0.03
H 1.5789 0.9447 -0.3122 -0.07 0.05 -0.22
H 2.8426 -0.2204 -0.6965 -0.11 0.01 -0.22
H 1.5737 0.1313 -1.9018 -0.12 -0.13 0.13
```
Forces are in eV/Å.

Values from the calculation:
**HOMO**: -9.7 eV
**Energy**: -325.8780 hartree
**Orbital gap**: 9.803 eV
**SMILES**: [H]/N=C(/CC)C(C)=O
**Total charge**: 0

For reference, the Mulliken charges in units of e are: H 0.28; N -0.69; C 0.51; C -0.38; C -1.18; C 0.52; C -1.01; O -0.56; H 0.35; H 0.25; H 0.34; H 0.30; H 0.36; H 0.32; H 0.32; H 0.27

---

Record 3
ORCA calculation (ωB97M-V with the def2-TZVPD basis set) on C27H66LiN3O19P as an isolated structure.

```
117
Properties=species:S:1:pos:R:3:forces:R:3
C 44.7240 25.0100 -4.3760 2.43 3.94 -3.45
N 45.8120 24.5970 -3.4390 -1.59 -3.34 -1.34
C 45.1180 24.3190 -2.1820 -2.53 1.85 3.94
C 46.2770 23.2190 -3.9600 4.67 2.40 -0.36
C 46.9330 25.5720 -3.3660 -1.72 2.72 5.16
C 48.0980 25.3580 -2.4010 -1.45 -2.14 3.32
O 48.8700 26.4700 -2.0490 1.97 -3.99 -8.77
H 43.9520 24.3950 -4.7400 -0.58 -1.93 0.73
H 45.2350 25.3150 -5.4530 -0.97 -0.44 2.86
H 44.2570 25.8970 -3.9410 0.23 0.02 -0.23
H 44.4100 25.2560 -1.8210 1.86 -2.13 -1.35
H 45.8070 24.3070 -1.3250 0.02 -0.23 -0.43
H 44.4830 23.3760 -2.1380 1.02 1.17 -0.78
H 46.9210 22.7060 -3.2380 -0.97 -0.11 0.26
H 47.0520 23.4850 -4.7180 -0.12 0.24 0.45
H 45.7180 22.6560 -4.6280 -2.45 -1.00 -0.05
H 46.5740 26.6140 -3.1160 -0.58 -1.29 0.39
H 47.3650 25.7860 -4.1960 2.04 0.22 -6.46
H 48.6210 24.4220 -2.6760 0.81 0.89 -0.42
H 47.5730 24.9530 -1.4930 0.54 0.64 -0.08
H 48.6990 26.8190 -1.2670 -2.59 2.79 6.69
C 44.3340 32.1630 2.0660 1.98 4.24 3.67
N 43.5960 31.0140 1.6050 -1.87 1.64 2.46
C 43.6970 30.0270 2.6700 3.84 -3.84 3.89
C 42.1480 31.4550 1.6060 -0.21 1.94 -2.64
C 44.1520 30.6600 0.3040 -1.27 -0.56 -3.47
C 43.2190 29.6130 -0.4800 4.40 -4.21 -0.25
O 43.8820 29.1820 -1.7120 -0.71 1.12 0.48
H 43.8340 32.7780 2.9930 1.11 -2.43 -1.59
H 44.3880 33.0500 1.4610 -0.64 -0.28 -1.62
H 45.4580 32.0350 2.2460 -1.77 -0.74 0.09
H 44.8500 29.7590 2.7490 -2.11 0.58 -0.33
H 43.3520 28.9570 2.5200 -0.39 1.73 -0.70
H 43.4500 30.2930 3.8440 0.04 0.31 -3.48
H 41.5840 30.6570 1.1940 -0.43 -0.76 -0.66
H 42.1540 32.3610 0.7220 -0.58 -2.17 3.14
H 41.6890 31.5400 2.6420 1.22 0.88 -1.28
H 45.2700 30.5170 0.4060 -1.55 -0.52 -0.33
H 43.8960 31.4650 -0.4220 0.93 0.53 1.06
H 42.2070 29.9490 -0.7000 0.15 0.13 0.28
H 43.3650 28.6220 0.0780 -1.36 1.29 0.16
H 44.5780 28.2950 -1.5190 -0.87 1.49 1.08
C 46.1160 26.8110 4.0320 -9.22 3.66 -1.82
N 45.1160 26.3800 5.1300 2.34 2.22 -1.10
C 44.9280 24.9450 4.9460 5.80 2.41 9.55
C 45.6730 26.7990 6.4640 -0.25 -1.74 1.01
C 43.8770 27.1010 4.8990 -4.41 -1.56 -1.85
C 42.6850 26.7440 5.8690 -0.03 -3.26 -3.25
O 41.5000 27.4230 5.6940 -0.69 0.59 -1.58
H 45.4870 26.3910 3.0560 1.22 1.99 1.71
H 46.8560 26.3080 3.7220 6.49 -4.23 -0.27
H 46.1990 27.9180 3.9750 -0.06 -1.02 0.05
H 45.9180 24.5240 5.0680 -0.02 -0.53 -0.60
H 44.4270 24.7490 4.2120 -5.23 -2.28 -8.41
H 44.4270 24.7880 5.8560 -1.07 -1.66 0.96
H 46.6380 26.2380 6.5390 -0.55 1.00 0.12
H 45.0200 26.4070 7.3780 1.14 1.23 -2.13
H 45.7550 27.8940 6.3200 0.26 -0.70 0.92
H 43.4440 26.8790 3.8340 1.23 0.42 1.85
H 43.7190 28.1030 5.0940 2.02 2.82 -0.33
H 42.8970 26.9210 6.8440 1.54 -0.51 3.14
H 42.4720 25.7020 5.5230 -0.28 0.46 1.48
H 41.5950 28.3230 5.9930 -0.12 0.55 0.24
Li 47.5450 29.0940 1.0840 0.33 -0.25 -1.20
P 46.2100 27.1760 0.2610 5.80 5.60 -2.62
O 46.0120 28.2040 1.3080 -2.43 3.47 4.83
O 47.6830 27.6730 -0.1660 0.00 -1.02 0.19
O 45.3360 27.4590 -0.8870 -3.04 -0.65 -3.83
O 46.1660 25.8570 0.7480 -0.74 -7.80 2.64
C 48.1450 18.8490 1.7150 -7.79 0.25 1.95
O 47.6130 20.0850 2.3530 1.16 -0.29 1.49
C 46.6350 20.7120 1.7640 -0.55 0.91 -0.72
O 46.2120 20.3140 0.7300 -1.65 0.30 -1.88
O 46.2110 21.8410 2.4140 0.59 0.31 1.59
C 45.3260 22.8220 1.8420 -2.53 -3.53 -4.86
H 48.9910 19.0360 1.3730 7.53 2.19 -3.29
H 47.4920 18.4740 0.9240 -0.08 0.14 0.44
H 48.2880 18.1910 2.5000 -0.20 -1.45 1.57
H 45.1400 23.7880 2.1900 1.74 1.56 1.52
H 44.1820 22.5230 1.8060 2.13 -0.56 0.21
H 45.5850 22.8760 0.7150 -0.34 0.30 1.87
C 47.2380 29.8500 -2.4760 2.54 -2.59 12.03
O 47.7060 31.1550 -2.2400 1.64 2.61 0.32
C 48.1200 31.5580 -1.0380 -0.56 -2.84 2.89
O 47.8600 30.9560 0.0340 -0.18 0.50 -1.78
O 48.9120 32.6260 -0.9450 -1.03 0.22 -2.52
C 49.6040 32.8170 0.2450 6.59 -0.66 -2.43
H 48.0340 28.9320 -2.1870 -1.80 2.83 -0.14
H 47.0480 29.6240 -3.3340 -2.07 -0.92 -10.40
H 46.3240 29.6080 -1.8690 0.96 0.42 -0.36
H 49.1980 33.3090 1.0030 -2.91 1.33 3.23
H 50.5350 33.5540 0.0740 -2.12 -1.23 -0.62
H 50.2280 31.9320 0.5050 -1.21 0.21 0.24
C 53.3980 25.2410 3.7280 -0.34 4.79 -2.36
O 52.0190 24.7980 3.5610 0.82 -2.33 2.04
C 51.2710 25.0590 2.5520 3.02 5.45 -6.69
O 51.7480 25.8640 1.6230 -2.45 -3.14 3.44
O 50.1080 24.4920 2.5070 -1.66 -0.75 0.46
C 48.9840 24.9840 1.6260 1.05 0.74 2.30
H 53.7220 24.8310 4.6180 0.67 -1.59 1.45
H 53.2100 26.3880 4.0780 1.02 -2.34 -1.38
H 54.2480 25.1900 2.8240 -3.02 -0.12 2.21
H 48.2520 24.2400 1.5400 -0.63 -1.59 0.33
H 49.3130 25.1950 0.6590 0.84 0.93 -1.24
H 48.4810 25.8030 2.1610 0.62 0.05 -0.60
C 42.5910 25.7020 0.8430 -2.80 4.50 0.63
O 41.6950 24.6230 1.1090 -0.06 0.21 0.95
C 40.4780 25.0210 1.4840 -5.16 0.99 -1.31
O 39.8070 25.9730 1.0070 2.87 -2.57 1.86
O 39.8620 24.0780 2.3260 1.25 0.79 -1.03
C 38.4590 24.1700 2.6880 1.28 3.89 1.37
H 42.1660 26.4720 0.0220 0.52 -1.68 2.15
H 43.4820 25.4350 0.4360 2.59 -1.68 -0.82
H 42.8180 26.2910 1.8450 -0.53 -1.06 -2.02
H 37.7380 23.8620 2.0220 -0.92 -0.85 -2.25
H 38.1390 25.2110 3.0390 0.84 -0.96 -0.95
H 38.3220 23.6430 3.5740 0.33 -1.49 1.39
```
Forces are in eV/Å.

Values from the calculation:
**HOMO**: -8.9 eV
**Energy**: -3010.3062 hartree
**Orbital gap**: 6.399 eV
**Total charge**: +1

Results of the Mulliken charge analysis, in e, for atoms 1 through 99: C -0.83; N 0.84; C -0.30; C -1.09; C -0.99; C 0.28; O -0.54; H 0.34; H 0.34; H 0.31; H 0.03; H -0.28; H 0.39; H 0.35; H 0.45; H 0.38; H 0.05; H 0.96; H 0.32; H -0.38; H 0.33; C -0.82; N 0.91; C -0.81; C -0.89; C -0.19; C -0.15; O -0.76; H 0.29; H 0.45; H 0.28; H 0.04; H 0.31; H 0.24; H 0.41; H 0.30; H 0.31; H 0.07; H 0.15; H 0.52; H -0.24; H 0.31; C -1.71; N 0.70; C -1.86; C -0.78; C 0.79; C -0.98; O -0.52; H 0.12; H 1.33; H 0.08; H 0.35; H 0.93; H 0.63; H 0.38; H 0.31; H 0.31; H -0.71; H 0.29; H 0.49; H 0.38; H 0.32; Li 0.80; P 1.18; O -1.14; O -1.58; O -0.57; O -0.02; C -0.82; O -0.37; C 0.80; O -0.57; O -0.25; C 0.10; H 0.39; H 0.34; H 0.29; H -0.35; H 0.34; H 0.01; C -0.99; O -0.42; C 0.62; O -0.45; O -0.33; C -0.78; H 0.23; H 0.81; H 0.41; H 0.37; H 0.27; H 0.28; C -0.61; O -0.34; C 0.79; O -0.65; O -0.38; C -0.52

---

Record 4
ORCA calculation (ωB97M-V with the def2-TZVPD basis set) on a 2-piece molecular cluster, C6H15S2 overall.

```
23
Properties=species:S:1:pos:R:3:forces:R:3
C -1.5559 -0.4202 2.0154 -0.40 -0.01 -0.34
C -0.0445 -0.5250 1.9767 0.72 -0.78 -0.16
C 0.6603 0.8050 2.2362 -0.32 0.92 1.55
S 0.3653 2.0573 0.9401 0.07 0.14 0.22
H -1.8902 -0.0331 2.9835 -0.01 0.06 -0.05
H -2.0704 -1.3794 1.8446 0.28 0.13 0.05
H -1.8856 0.2685 1.2259 0.04 -0.06 0.33
H 0.2984 -1.3180 2.6916 -0.17 0.56 -0.25
H 0.2841 -0.8748 0.9735 -0.29 0.13 0.45
H 1.7481 0.6670 2.3448 -0.30 -0.19 -0.04
H 0.3099 1.2371 3.2608 0.46 -0.76 -1.45
C 2.0374 -1.0020 -2.1202 0.30 1.06 0.37
C 0.9149 0.0325 -1.9124 0.57 0.15 -0.06
S -0.7013 -0.7917 -1.8729 -0.03 0.45 -0.10
C -1.7129 0.7095 -1.6265 -0.15 -0.58 -0.33
H 3.0154 -0.4615 -2.0645 -0.65 -0.53 0.02
H 1.9654 -1.4641 -3.0928 -0.02 -0.27 -0.36
H 2.0082 -1.7773 -1.3533 0.06 0.04 0.02
H 0.9478 0.7672 -2.7596 -0.16 -0.48 0.73
H 1.0431 0.5727 -0.9389 -0.16 -0.21 -0.80
H -1.3267 1.2492 -0.7590 -0.03 0.06 0.00
H -1.6687 1.3215 -2.5367 -0.08 -0.06 0.25
H -2.7420 0.3597 -1.4562 0.28 0.23 -0.05
```
Forces are in eV/Å.

Values from the calculation:
**HOMO**: -2.6 eV
**Energy**: -1034.0035 hartree
**Orbital gap**: 5.891 eV
**Total charge**: -1

For reference, the Mulliken charges in units of e are: C -1.07; C 0.13; C -0.67; S -0.58; H 0.36; H 0.30; H 0.18; H 0.34; H -0.16; H 0.25; H 0.22; C -1.27; C -0.02; S -0.16; C -0.59; H 0.34; H 0.34; H 0.31; H 0.33; H -0.07; H -0.08; H 0.28; H 0.30

---

- The lowest total charge belongs to which entry?
  C6H15S2

---

Please write out number 1 again, unchanged.
ORCA calculation (ωB97M-V with the def2-TZVPD basis set) on C11H24N5OW as an isolated structure.

```
42
Properties=species:S:1:pos:R:3:forces:R:3
W 0.0000 0.0003 1.3088 0.00 0.00 0.36
C 1.5976 2.3684 -0.9959 0.01 0.03 -0.02
C 1.6409 0.8876 -1.3978 0.04 -0.11 0.04
N 1.5767 -0.1139 -0.2676 -0.15 0.04 0.05
C 1.6608 -1.5030 -0.8529 0.05 0.11 -0.04
C 1.3258 -2.5354 0.1949 -0.07 0.01 0.10
N 0.0793 -2.1286 0.9360 -0.08 -0.06 -0.14
C -1.2260 -2.7141 0.4324 0.11 -0.01 0.07
C -1.5972 -2.3684 -0.9960 -0.01 -0.02 -0.02
C -1.6412 -0.8876 -1.3980 -0.04 0.11 0.04
N -1.5765 0.1141 -0.2679 0.15 -0.04 0.05
C -1.6609 1.5032 -0.8533 -0.05 -0.11 -0.04
C -1.3258 2.5356 0.1944 0.07 -0.01 0.10
N -0.0794 2.1288 0.9357 0.08 0.07 -0.14
C 1.2259 2.7145 0.4323 -0.11 0.01 0.07
H 0.9467 2.8959 -1.6951 -0.01 0.00 0.01
H 2.5830 2.8127 -1.1433 0.01 -0.01 -0.02
H 2.5552 0.6769 -1.9532 0.02 0.02 -0.01
H 0.8210 0.6321 -2.0631 -0.02 0.02 -0.02
H 2.4336 0.0146 0.2769 0.05 0.00 -0.01
H 2.6634 -1.6665 -1.2495 0.01 -0.02 0.00
H 0.9720 -1.5398 -1.6920 -0.02 -0.02 -0.01
H 2.1242 -2.6172 0.9336 0.03 0.00 0.00
H 1.1900 -3.5210 -0.2510 0.01 -0.01 -0.02
H 0.1779 -2.5311 1.8709 -0.01 -0.01 0.04
H -1.9908 -2.3852 1.1396 -0.03 0.01 0.01
H -1.1565 -3.7979 0.5322 -0.01 -0.02 -0.02
H -2.5823 -2.8132 -1.1439 -0.01 0.01 -0.02
H -0.9457 -2.8956 -1.6949 0.01 0.00 0.01
H -2.5559 -0.6771 -1.9528 -0.01 -0.02 -0.01
H -0.8217 -0.6320 -2.0639 0.02 -0.02 -0.02
H -2.4333 -0.0144 0.2768 -0.05 0.00 -0.01
H -2.6636 1.6664 -1.2497 -0.01 0.02 0.00
H -0.9723 1.5400 -1.6925 0.02 0.02 -0.01
H -2.1243 2.6177 0.9330 -0.03 0.00 0.00
H -1.1899 3.5211 -0.2516 -0.01 0.01 -0.02
H -0.1783 2.5313 1.8706 0.01 0.01 0.04
H 1.9906 2.3857 1.1398 0.03 -0.01 0.01
H 1.1564 3.7982 0.5319 0.01 0.02 -0.02
O 0.0003 -0.0018 5.5674 0.00 0.00 0.01
C 0.0002 -0.0011 4.4381 0.00 0.00 -0.31
N 0.0001 -0.0003 3.1804 0.00 0.00 -0.11
```
Forces are in eV/Å.

Values from the calculation:
**2S+1**: 3
**HOMO (spin up / spin down)**: -20.2 / -22.0 eV
**Energy**: -848.6158 hartree
**Orbital gap (spin up / spin down)**: 7.525 / 9.994 eV
**Total charge**: +3

For reference, the Mulliken charges in units of e are: W 1.71; C -0.75; C -0.55; N -0.50; C -0.50; C -0.81; N -0.41; C -0.81; C -0.75; C -0.55; N -0.50; C -0.50; C -0.81; N -0.41; C -0.81; H 0.31; H 0.39; H 0.67; H 0.18; H 0.46; H 0.55; H 0.25; H 0.44; H 0.44; H 0.45; H 0.38; H 0.45; H 0.39; H 0.31; H 0.67; H 0.18; H 0.46; H 0.55; H 0.25; H 0.44; H 0.44; H 0.45; H 0.38; H 0.45; O -0.14; C 0.89; N -0.75